Record 1
Computed, not measured: a cluster of 15 separate species, C25H80N10O25 in total in a non-equilibrium geometry, with ωB97M-V/def2-TZVPD.

Each line ends with the Löwdin charge.
Atoms and positions in Å:
C -17.172 -1.692 10.018  -0.20
C -17.882 -2.228 8.806  -0.24
O -18.856 -1.365 8.290  -0.09
O -17.991 -1.205 11.109  -0.13
H -16.472 -0.891 9.704  0.12
H -16.505 -2.439 10.479  0.13
H -18.503 -3.116 9.076  0.14
H -17.119 -2.578 8.077  0.12
H -19.691 -1.684 8.603  0.03
H -18.730 -0.638 10.761  0.08
C -21.882 -0.582 11.299  -0.29
C -22.078 -1.059 9.946  -0.31
O -21.344 -2.105 9.436  -0.05
O -20.744 0.190 11.359  -0.08
H -21.776 -1.476 12.006  0.15
H -22.864 -0.123 11.583  0.13
H -21.908 -0.253 9.235  0.10
H -23.121 -1.231 9.768  0.12
H -21.538 -2.884 10.007  0.13
H -20.518 0.407 12.324  0.09
C -20.523 8.290 13.134  -0.24
C -20.797 6.799 13.303  -0.25
O -19.657 6.056 13.616  -0.06
O -19.175 8.571 12.832  -0.09
H -20.891 8.815 14.056  0.13
H -21.119 8.677 12.294  0.12
H -21.261 6.369 12.406  0.10
H -21.544 6.632 14.056  0.11
H -19.806 5.244 14.080  0.05
H -18.772 7.945 13.491  0.07
C -19.784 2.823 16.008  -0.26
C -20.808 3.793 16.497  -0.22
O -22.131 3.678 15.977  -0.07
O -19.690 2.925 14.636  -0.09
H -19.943 1.749 16.333  0.14
H -18.769 3.075 16.314  0.12
H -20.422 4.763 16.206  0.11
H -20.893 3.734 17.582  0.13
H -22.284 4.000 15.079  0.07
H -20.525 2.711 14.222  0.04
C -16.062 2.061 11.632  -0.22
C -17.370 2.793 11.734  -0.24
O -17.380 3.921 10.834  -0.13
O -14.965 2.677 12.266  -0.11
H -15.811 1.858 10.559  0.13
H -16.032 1.075 12.129  0.12
H -17.649 3.177 12.756  0.12
H -18.261 2.179 11.451  0.10
H -16.655 4.533 11.218  0.09
H -15.110 3.650 12.188  0.05
C -16.704 3.766 6.486  -0.25
C -16.521 5.318 6.207  -0.21
O -15.641 5.751 7.266  -0.09
O -15.564 3.038 6.113  -0.06
H -17.527 3.443 5.810  0.12
H -17.050 3.648 7.569  0.11
H -17.496 5.820 6.300  0.10
H -16.066 5.412 5.136  0.14
H -15.632 6.716 7.174  0.09
H -14.901 2.982 6.780  0.04
C -12.668 4.242 9.671  -0.25
C -12.472 3.392 8.452  -0.20
O -13.469 2.322 8.460  -0.07
O -12.384 3.514 10.846  -0.06
H -13.677 4.596 9.578  0.12
H -11.907 5.032 9.767  0.13
H -11.433 3.036 8.533  0.12
H -12.537 3.838 7.466  0.12
H -13.454 1.998 9.335  0.04
H -13.180 3.403 11.384  0.06
C -15.684 2.917 15.567  -0.18
C -14.797 1.711 15.320  -0.23
O -13.618 2.010 14.571  -0.08
O -14.758 4.039 15.676  -0.10
H -16.235 2.787 16.504  0.11
H -16.485 3.014 14.772  0.11
H -15.360 0.903 14.867  0.09
H -14.328 1.361 16.234  0.13
H -13.923 2.178 13.671  0.04
H -13.870 3.754 15.448  0.08
C -18.390 7.898 9.279  -0.24
C -19.432 6.780 9.449  -0.23
O -18.954 5.800 8.570  -0.11
O -17.110 7.361 9.536  -0.12
H -18.438 8.681 10.025  0.11
H -18.460 8.423 8.331  0.11
H -20.436 7.202 9.204  0.13
H -19.471 6.356 10.489  0.11
H -19.619 5.197 8.131  0.09
H -17.013 6.619 8.819  0.11
C -23.371 0.819 14.770  -0.22
C -23.513 0.806 16.332  -0.18
O -22.868 -0.389 16.814  -0.06
O -22.040 0.563 14.341  -0.07
H -23.717 1.796 14.442  0.11
H -24.022 0.096 14.285  0.11
H -24.542 0.824 16.590  0.11
H -22.912 1.630 16.646  0.09
H -22.519 -0.132 17.653  0.07
H -21.713 0.023 15.049  0.06
C -17.836 -0.325 14.568  -0.67
O -17.603 0.246 15.597  0.05
N -17.300 -1.513 14.158  0.17
N -18.715 0.191 13.619  0.16
H -17.557 -1.732 13.186  0.08
H -16.477 -1.912 14.531  0.09
H -18.400 -0.063 12.662  0.06
H -18.893 1.149 13.850  0.06
C -16.157 -1.283 5.699  -0.64
O -16.262 -2.508 5.852  0.00
N -17.187 -0.392 5.867  0.16
N -14.976 -0.627 5.447  0.15
H -18.069 -0.777 6.154  0.08
H -16.955 0.547 6.135  0.08
H -14.093 -1.048 5.596  0.09
H -14.936 0.369 5.640  0.08
C -21.633 3.487 11.726  -0.62
O -21.983 3.475 12.879  0.03
N -20.344 3.814 11.363  0.21
N -22.527 3.184 10.686  0.18
H -20.305 4.056 10.396  0.05
H -19.906 4.469 11.972  0.07
H -23.504 3.232 10.950  0.11
H -22.205 3.052 9.759  0.05
C -15.947 6.197 13.140  -0.57
O -15.498 5.345 12.354  -0.02
N -16.443 7.334 12.509  0.18
N -15.874 6.192 14.491  0.18
H -16.896 8.111 12.976  0.08
H -16.694 7.231 11.537  0.07
H -15.795 7.121 14.945  0.13
H -15.333 5.455 14.946  0.05
C -19.972 2.459 8.383  -0.56
O -20.604 3.587 8.403  -0.08
N -20.573 1.339 7.870  0.18
N -18.693 2.391 8.807  0.22
H -20.141 0.394 7.818  0.10
H -21.453 1.466 7.388  0.11
H -18.222 3.109 9.318  0.05
H -18.215 1.546 8.848  0.08

## Properties
Energy relative to the best compared isomer or geometry (same formula, charge and spin): 15.78 kcal/mol
Strongest force on any atom: 0.0650 Eh/bohr
Kohn-Sham gap: 10.0319 eV
Electronic energy: -3429.16596 Eh
Charge: 0
Multiplicity: 1
E_HOMO: -9.712 eV



Record 2
Computed, not measured: an isolated molecule of C6H8ClN in a non-equilibrium geometry, with ωB97M-V/def2-TZVPD.

Each line ends with the natural charge from an NBO analysis.
Atoms and positions in Å:
N 0.513 -1.488 -1.077  -0.83
C 0.580 -1.160 0.338  -0.03
C 0.748 0.251 0.853  -0.24
C 0.508 1.393 -0.173  -0.44
C -0.936 1.174 -0.571  -0.24
C -1.556 0.224 0.161  -0.01
Cl -3.152 -0.374 -0.001  0.03
C -0.595 -0.524 1.054  -0.29
H 1.437 -1.806 -1.353  0.36
H 0.243 -0.691 -1.684  0.37
H 1.132 -1.933 0.830  0.21
H 1.534 0.352 1.597  0.22
H 0.760 2.362 0.308  0.23
H 1.183 1.259 -1.001  0.21
H -1.415 1.732 -1.311  0.22
H -0.984 -0.771 2.032  0.23

## Properties
SMILES string: N[C@H]1[C@H]2CC=C(Cl)[C@@H]12
Energy relative to the best compared isomer or geometry (same formula, charge and spin): 19.05 kcal/mol
Strongest force on any atom: 0.0411 Eh/bohr
Kohn-Sham gap: 9.6287 eV
Electronic energy: -748.31772 Eh
Charge: 0
Multiplicity: 1
E_HOMO: -8.655 eV



Record 3
Computed, not measured: a structure of composition C21H33CdN9O, with ωB97M-V/def2-TZVPD.

Each line ends with the natural charge from an NBO analysis.
Atoms and positions in Å:
Cd 0.050 0.655 -0.159  1.69
N -1.041 2.711 -0.171  -0.93
C -0.274 3.840 -0.722  -0.23
C 0.386 3.436 -2.032  -0.24
N 1.314 2.315 -1.839  -0.51
C 1.538 1.540 -3.061  -0.23
C 0.319 0.735 -3.487  -0.24
N -0.174 -0.123 -2.393  -0.92
C 2.590 2.774 -1.271  -0.24
C 3.152 1.791 -0.260  -0.23
N 2.149 1.563 0.794  -0.90
H -1.883 2.533 -0.711  0.41
H -1.390 2.929 0.758  0.40
H 0.479 4.127 0.014  0.19
H -0.903 4.716 -0.891  0.22
H 0.888 4.304 -2.476  0.21
H -0.395 3.138 -2.732  0.20
H 2.368 0.854 -2.867  0.20
H 1.849 2.181 -3.896  0.21
H 0.576 0.153 -4.374  0.22
H -0.492 1.400 -3.781  0.21
H 0.268 -1.036 -2.419  0.38
H -1.165 -0.309 -2.500  0.40
H 2.425 3.728 -0.766  0.21
H 3.327 2.969 -2.057  0.22
H 4.094 2.180 0.133  0.21
H 3.367 0.832 -0.734  0.19
H 1.989 2.431 1.299  0.38
H 2.495 0.902 1.481  0.39
C -1.234 -0.477 4.101  -0.22
C -0.432 -1.545 4.463  -0.13
C 0.568 -1.958 3.597  -0.21
C 0.743 -1.286 2.393  0.16
N -0.046 -0.266 2.040  -0.54
C -1.010 0.125 2.875  0.05
C 1.819 -1.687 1.439  0.16
C 2.971 -2.328 1.882  -0.22
C 3.938 -2.701 0.962  -0.12
C 3.735 -2.418 -0.378  -0.24
C 2.575 -1.752 -0.731  0.04
N 1.635 -1.388 0.144  -0.54
H -2.024 -0.119 4.746  0.25
H -0.583 -2.056 5.404  0.25
H 1.187 -2.806 3.849  0.24
H -1.637 0.940 2.533  0.22
H 3.124 -2.520 2.934  0.24
H 4.840 -3.200 1.291  0.25
H 4.458 -2.695 -1.132  0.25
H 2.390 -1.493 -1.769  0.19
C -5.380 -0.207 0.572  -0.40
N -4.237 -1.064 0.249  -0.39
C -4.377 -2.394 0.040  0.14
C -3.319 -3.178 -0.258  -0.38
C -2.051 -2.539 -0.342  0.47
N -1.908 -1.232 -0.160  -0.66
C -2.989 -0.465 0.147  0.76
O -2.877 0.749 0.331  -0.71
N -0.944 -3.248 -0.626  -0.77
H -6.267 -0.827 0.662  0.22
H -5.525 0.531 -0.214  0.23
H -5.197 0.314 1.508  0.23
H -5.381 -2.786 0.130  0.24
H -3.437 -4.239 -0.416  0.25
H -0.985 -4.251 -0.672  0.41
H -0.051 -2.803 -0.474  0.41

## Properties
Energy relative to the best compared isomer or geometry (same formula, charge and spin): 4.75 kcal/mol
Strongest force on any atom: 0.0029 Eh/bohr
Kohn-Sham gap: 8.8005 eV
Electronic energy: -1555.46499 Eh
Charge: +2
Multiplicity: 1
E_HOMO: -14.296 eV